ORCA calculation (wB97M-V/def2-TZVPD) on 2 unconnected molecules or ions with the total composition C4H12NOS.

Output
Total energy   -687.7967 a.u.
Total charge   -1
HOMO energy   -2.80 eV
LUMO energy   3.6211 eV
Relative energy (zero: lowest compared OMol25 entry of this formula, charge and spin)   0.854 eV

```
19
C4H12NOS | the OMol25 dataset | wB97M-V/def2-TZVPD
C 2.18 -0.54 1.31
N 0.81 -1.15 1.37
C -0.03 -0.56 0.29
C -1.49 -1.08 0.23
S -2.40 -0.42 -1.27
C -0.01 1.00 0.34
H 2.32 -0.57 0.23
H 2.90 -0.99 1.98
H 2.18 0.53 1.55
H 0.42 -0.84 2.26
H 0.46 -0.84 -0.64
H -2.07 -0.89 1.13
H -1.42 -2.15 0.05
H -0.78 1.36 -0.35
H -0.19 1.49 1.30
H 0.88 1.49 -0.09
H -0.53 1.46 -3.30
H -1.79 0.97 -2.93
O -1.45 1.73 -3.47
```


ORCA calculation (wB97M-V/def2-TZVPD) on a molecular structure, C27H25BN3O10Ru.

Output
Total energy   -2080.5322 a.u.
Total charge   -2
2S+1   6
HOMO energy (spin up / spin down)   0.06 / -2.45 eV
LUMO energy (spin up / spin down)   4.4186 / 4.4160 eV

```
67
C27H25BN3O10Ru | the OMol25 dataset | wB97M-V/def2-TZVPD
Ru -1.41 -0.22 -0.82
O -2.77 1.85 3.97
C -3.18 0.58 4.12
C -3.77 0.20 5.33
C -4.22 -1.09 5.52
C -4.09 -2.04 4.51
C -3.51 -1.67 3.30
C -3.05 -0.37 3.09
C -2.44 -0.03 1.79
O -2.37 -0.94 0.86
N -1.98 1.18 1.63
N -1.34 1.33 0.42
C -1.20 2.60 -0.05
C -0.48 2.93 -1.22
C -0.38 4.29 -1.60
C 0.31 4.69 -2.73
C 0.92 3.73 -3.54
C 0.82 2.39 -3.21
C 0.15 1.95 -2.06
O 0.15 0.65 -1.80
H -2.39 1.91 3.04
H -3.85 0.96 6.10
H -4.67 -1.36 6.47
H -4.44 -3.05 4.66
H -3.39 -2.38 2.50
H -1.71 3.39 0.50
H -0.86 5.03 -0.97
H 0.37 5.74 -2.98
H 1.46 4.03 -4.44
H 1.27 1.62 -3.83
O -1.06 -5.02 -4.91
C -1.08 -3.99 -3.99
C -1.92 -2.88 -4.21
C -1.93 -1.89 -3.24
N -1.19 -1.93 -2.13
C -0.31 -2.98 -1.95
C -0.29 -4.06 -2.89
C 0.60 -3.01 -0.87
O 1.42 -3.89 -0.61
O 0.47 -1.92 0.01
C -2.85 -0.68 -3.41
O -3.49 -0.57 -4.46
O -2.88 0.11 -2.41
H -1.66 -4.77 -5.62
H -2.55 -2.76 -5.08
H 0.37 -4.90 -2.72
C 4.63 -1.13 0.96
C 3.60 -0.19 0.35
C 4.27 0.79 -0.60
O 2.69 -1.01 -0.41
B 1.55 -1.16 0.34
O 1.57 -0.44 1.51
C 2.66 0.49 1.41
C 3.29 0.65 2.79
C 2.08 1.81 0.94
H 5.10 -1.69 0.16
H 4.14 -1.85 1.63
H 5.39 -0.59 1.52
H 4.92 0.24 -1.29
H 4.87 1.51 -0.06
H 3.52 1.32 -1.19
H 3.57 -0.32 3.21
H 2.57 1.12 3.45
H 4.18 1.28 2.73
H 1.63 1.71 -0.05
H 2.85 2.60 0.91
H 1.29 2.11 1.63
```


ORCA calculation (wB97M-V/def2-TZVPD) on a molecular structure, C23H21Co2O6.

Output
Total energy   -4105.8290 a.u.
Total charge   -1
HOMO energy   -2.64 eV
LUMO energy   2.7436 eV
Relative energy (zero: lowest compared OMol25 entry of this formula, charge and spin)   0.733 eV

```
52
C23H21Co2O6 | the OMol25 dataset | wB97M-V/def2-TZVPD
O 1.50 1.04 -4.31
C 1.56 0.20 -3.52
Co 1.69 -1.02 -2.24
C 3.13 -2.00 -2.23
O 4.10 -2.62 -2.20
C 2.41 0.22 -1.24
O 2.84 1.06 -0.57
C 0.19 -1.23 -0.99
C -0.93 -0.46 -1.15
C -1.43 0.77 -0.67
C -1.13 1.19 0.64
C -1.32 2.62 1.03
C -1.29 3.60 -0.14
C -2.22 3.10 -1.27
C -1.93 1.66 -1.74
Co -0.73 -1.65 -2.50
C -2.01 -2.86 -2.34
O -2.85 -3.65 -2.28
C 0.49 -2.62 -3.45
O 0.85 -3.45 -4.17
C -1.30 -0.76 -3.90
O -1.66 -0.25 -4.88
H 0.38 -1.89 -0.13
H -0.07 0.76 1.00
H -2.26 2.75 1.58
H -0.53 2.88 1.73
H -1.58 4.60 0.21
H -0.26 3.66 -0.55
H -3.27 3.15 -0.91
H -2.11 3.76 -2.14
H -1.13 1.72 -2.51
H -2.83 1.21 -2.19
C -0.91 0.71 3.35
C -0.59 0.01 2.02
C -1.64 -1.08 1.98
C 0.80 -0.67 2.23
C 1.03 -2.05 2.05
C 2.35 -2.55 1.94
C 3.43 -1.64 2.00
C 3.20 -0.27 2.30
C 1.89 0.20 2.38
H -0.30 0.28 4.17
H -0.76 1.79 3.35
H -1.98 0.53 3.55
H -1.46 -1.68 2.90
H -2.63 -0.62 2.06
H -1.67 -1.73 1.10
H 0.19 -2.74 1.94
H 2.52 -3.65 1.83
H 4.45 -2.00 1.81
H 4.07 0.40 2.51
H 1.71 1.26 2.57
```


ORCA calculation (wB97M-V/def2-TZVPD) on 2 unconnected molecules or ions with the total composition CH5Cl2N2OPS.

Output
Total energy   -1885.8424 a.u.
HOMO energy   -8.33 eV
LUMO energy   0.1742 eV
Relative energy (zero: lowest compared OMol25 entry of this formula, charge and spin)   0.718 eV

```
13
CH5Cl2N2OPS | the OMol25 dataset | wB97M-V/def2-TZVPD
N -1.15 -0.61 -1.19
P -1.40 0.36 0.15
N -0.64 -0.22 1.52
S -3.33 0.36 0.45
Cl -0.69 2.17 -0.21
H -0.20 -0.85 -1.38
H -1.71 -0.21 -1.96
H -0.12 -1.05 1.43
H -1.13 0.15 2.29
O 1.58 0.18 -0.18
C 2.41 0.99 0.06
Cl 4.00 0.58 0.50
H 2.12 2.00 -0.03
```


ORCA calculation (wB97M-V/def2-TZVPD) on 3 unconnected molecules or ions with the total composition C35H44BF3N2O4S.

Output
Total energy   -2492.8981 a.u.
HOMO energy   -8.24 eV
LUMO energy   -0.8940 eV

```
90
C35H44BF3N2O4S | the OMol25 dataset | wB97M-V/def2-TZVPD
C 4.04 -3.32 3.65
C 2.51 -3.81 3.69
O 2.03 -4.44 2.47
C 2.45 -3.74 1.29
O 3.44 -4.21 0.67
C 1.69 -2.44 0.69
C 2.11 -1.19 1.60
C 1.75 0.26 0.99
C 1.95 0.39 -0.58
C 3.27 -0.06 -1.31
C 4.53 -0.70 -0.52
C 5.02 0.45 0.54
C 3.43 0.11 -2.86
C 4.71 -0.33 -3.72
S 5.88 1.09 -4.09
C 7.06 1.28 -2.64
C 6.69 2.58 -1.72
C 2.26 0.76 -3.63
F 2.40 0.92 -5.05
C 0.91 1.25 -2.96
N -0.05 1.86 -3.85
C -1.17 2.26 -3.06
B -2.38 3.04 -3.87
O -2.37 4.49 -3.76
C -3.53 2.27 -4.72
C -4.93 2.57 -3.93
C -1.38 2.05 -1.53
O -2.58 2.50 -0.93
C -2.31 3.79 -0.25
C -1.96 3.47 1.28
N -0.39 1.44 -0.71
C 0.79 1.05 -1.43
H 4.06 -2.18 3.59
H 4.50 -3.58 4.68
H 4.69 -3.85 2.88
H 1.87 -2.92 4.03
H 2.45 -4.61 4.52
H 0.57 -2.64 0.74
H 2.10 -2.32 -0.37
H 1.56 -1.31 2.61
H 3.23 -1.17 1.87
H 0.71 0.54 1.37
H 2.48 1.01 1.48
H 4.24 -1.65 0.06
H 5.43 -0.91 -1.20
H 4.31 1.36 0.44
H 4.99 0.10 1.62
H 6.06 0.83 0.25
H 5.28 -1.22 -3.27
H 4.37 -0.70 -4.77
H 6.99 0.30 -2.05
H 8.12 1.40 -3.06
H 5.56 2.60 -1.53
H 7.10 3.53 -2.19
H 7.19 2.40 -0.69
H -2.70 4.90 -4.59
H -3.32 1.15 -4.82
H -3.68 2.71 -5.78
H -5.15 3.69 -4.04
H -4.74 2.26 -2.84
H -5.80 1.99 -4.38
H -3.29 4.39 -0.35
H -1.46 4.37 -0.78
H -1.05 2.79 1.42
H -2.86 2.89 1.71
H -1.78 4.43 1.90
F -3.41 -8.72 5.12
C -2.45 -7.93 4.63
C -2.76 -6.64 4.22
C -1.76 -5.82 3.71
C -0.45 -6.30 3.61
C -0.15 -7.60 4.02
C -1.15 -8.42 4.54
H -3.78 -6.29 4.30
H -1.99 -4.81 3.40
H 0.33 -5.67 3.21
H 0.86 -7.98 3.93
H -0.93 -9.43 4.87
F -6.51 3.99 -2.31
C -7.01 4.05 -1.07
C -6.30 3.49 -0.02
C -6.82 3.56 1.27
C -8.05 4.18 1.49
C -8.76 4.73 0.43
C -8.24 4.67 -0.86
H -5.35 3.01 -0.21
H -6.27 3.13 2.10
H -8.46 4.23 2.50
H -9.72 5.21 0.60
H -8.77 5.11 -1.70
```


ORCA calculation (wB97M-V/def2-TZVPD) on a molecular structure, C31H34F3IN2OS.

Output
Total energy   -2381.6748 a.u.
HOMO energy   -5.81 eV
LUMO energy   -0.5106 eV
Relative energy (zero: lowest compared OMol25 entry of this formula, charge and spin)   3.047 eV

```
73
C31H34F3IN2OS | the OMol25 dataset | wB97M-V/def2-TZVPD
C 8.22 0.95 0.34
C 6.72 1.09 0.47
C 5.86 0.28 -0.26
C 4.48 0.50 -0.28
C 3.61 -0.34 -1.16
C 3.98 1.55 0.50
N 2.63 1.99 0.29
C 1.51 1.23 0.23
N 0.42 2.01 0.17
C -0.97 1.73 0.40
C -1.29 0.72 1.31
C -0.20 -0.06 1.88
C -2.64 0.37 1.50
C -3.66 1.12 0.91
C -5.11 0.84 1.22
C -3.31 2.12 -0.02
C -1.96 2.43 -0.28
C -1.65 3.37 -1.42
C 0.88 3.36 0.08
C 2.22 3.32 0.16
C 4.80 2.29 1.35
C 4.27 3.32 2.31
C 6.17 2.05 1.32
H 8.73 1.44 1.17
H 8.50 -0.10 0.30
H 8.59 1.41 -0.59
H 6.28 -0.53 -0.86
H 3.17 -1.18 -0.60
H 2.80 0.22 -1.63
H 4.25 -0.76 -1.95
H -0.54 -0.86 2.55
H 1.77 0.14 0.50
H 0.67 0.42 2.28
H -2.96 -0.52 2.06
H -5.78 1.42 0.58
H -5.32 -0.23 1.07
H -5.34 1.09 2.26
H -4.08 2.68 -0.54
H -2.50 3.47 -2.10
H -1.43 4.37 -1.04
H -0.80 3.00 -2.01
H 0.24 4.22 -0.05
H 2.97 4.11 0.21
H 5.07 3.51 3.04
H 4.03 4.28 1.84
H 3.38 2.98 2.86
H 6.82 2.65 1.95
C -2.17 -4.43 -0.12
C -2.44 -3.15 -1.02
C -1.75 -3.53 -2.34
C -3.92 -2.77 -1.23
C -4.23 -1.56 -1.87
I -2.82 -0.23 -2.72
C -5.56 -1.10 -1.87
C -6.56 -1.83 -1.22
C -6.24 -3.03 -0.58
C -4.93 -3.50 -0.60
O -1.96 -2.06 -0.45
S 0.52 -0.83 -0.06
C 1.04 -2.39 0.62
F 2.20 -2.28 1.33
F 0.14 -2.96 1.48
F 1.26 -3.25 -0.45
H -2.60 -5.32 -0.57
H -1.09 -4.57 -0.03
H -2.60 -4.27 0.88
H -2.27 -4.42 -2.73
H -1.78 -2.70 -3.04
H -0.69 -3.73 -2.09
H -5.80 -0.13 -2.30
H -7.57 -1.42 -1.16
H -7.01 -3.60 -0.04
H -4.66 -4.43 -0.12
```


ORCA calculation (wB97M-V/def2-TZVPD) on a single C6H6ClNO3 molecule.

Output
Total energy   -972.7745 a.u.
HOMO energy   -9.47 eV
LUMO energy   -0.2879 eV
Relative energy (zero: lowest compared OMol25 entry of this formula, charge and spin)   2.534 eV

```
17
C6H6ClNO3 | the OMol25 dataset | wB97M-V/def2-TZVPD
O -2.98 -1.85 0.63
N -2.09 -1.39 -0.03
O -1.91 -1.59 -1.20
C -1.10 -0.52 0.69
C 0.24 -1.19 0.54
C 1.05 -0.87 -0.46
C 0.73 0.20 -1.38
C -0.27 1.04 -1.14
C -1.11 0.91 0.10
O -0.67 1.84 1.01
Cl -2.86 1.29 -0.33
H -1.43 -0.49 1.73
H 0.45 -1.99 1.23
H 1.99 -1.39 -0.60
H 1.35 0.32 -2.25
H -0.50 1.88 -1.77
H -1.24 1.86 1.79
```


ORCA calculation (wB97M-V/def2-TZVPD) on a molecular structure, C14H7Cl5IOTc.

Output
Total energy   -3291.6352 a.u.
Total charge   +2
HOMO energy   -14.61 eV
LUMO energy   -9.5870 eV
Relative energy (zero: lowest compared OMol25 entry of this formula, charge and spin)   0.167 eV

```
29
C14H7Cl5IOTc | the OMol25 dataset | wB97M-V/def2-TZVPD
Tc -0.61 0.26 1.78
Cl 1.36 -5.48 -1.81
C 0.53 -4.25 -0.99
C 1.24 -3.16 -0.49
Cl 2.93 -3.01 -0.67
C 0.53 -2.19 0.17
Cl 1.32 -0.75 0.83
C -0.84 -2.23 0.35
O -1.44 -1.22 1.04
C -1.56 -3.31 -0.15
Cl -3.24 -3.35 0.08
C -0.87 -4.32 -0.82
Cl -1.73 -5.65 -1.44
I -0.03 1.80 4.00
C 0.19 -0.24 3.63
H -0.53 -0.80 4.21
H 1.22 -0.58 3.71
C -0.24 1.86 0.96
C -0.10 3.04 0.31
C 1.12 3.34 -0.38
C 1.22 4.53 -1.05
C 0.14 5.42 -1.06
C -1.06 5.14 -0.39
C -1.19 3.96 0.29
H 1.93 2.63 -0.37
H 2.13 4.78 -1.58
H 0.23 6.35 -1.59
H -1.87 5.85 -0.42
H -2.11 3.72 0.82
```